i:
Formula: C4H12
Source: the Open Molecules 2025 dataset
Level of theory: ωB97M-V with the def2-TZVPD basis set

Properties
SMILES ... CC.CC
Total charge ... 0
Highest occupied orbital energy ... -11.6718 eV

XYZ file:
```
16
C4H12 ωB97M-V with the def2-TZVPD basis set
C -1.297 -0.328 -1.975
C 0.117 -0.666 -2.374
H -1.618 -0.972 -1.150
H -1.517 0.692 -1.665
H -1.994 -0.544 -2.788
H 0.851 -0.619 -1.571
H 0.437 -0.100 -3.249
H 0.216 -1.716 -2.673
C 1.020 -0.100 1.984
C 0.149 1.117 2.356
H 2.032 -0.020 2.382
H 0.730 -1.116 2.269
H 1.111 -0.226 0.905
H -0.165 1.520 1.398
H 0.702 1.865 2.916
H -0.709 0.862 2.973
```


ii:
Formula: C4H12
Source: the Open Molecules 2025 dataset
Level of theory: ωB97M-V with the def2-TZVPD basis set

Properties
SMILES ... CC.CC
Total charge ... 0
Highest occupied orbital energy ... -11.1904 eV

XYZ file:
```
16
C4H12 ωB97M-V with the def2-TZVPD basis set
C 2.153 0.345 0.126
C 2.956 -0.379 -0.995
H 2.619 1.182 0.636
H 1.177 0.516 -0.395
H 1.793 -0.395 0.947
H 2.748 0.043 -2.003
H 2.633 -1.420 -1.032
H 3.953 -0.315 -0.596
C -2.723 -0.211 0.986
C -2.326 0.453 -0.318
H -1.926 -0.336 1.761
H -3.327 0.159 1.812
H -3.051 -1.268 0.842
H -2.043 -0.449 -0.914
H -3.161 0.996 -0.768
H -1.475 1.079 -0.089
```


iii:
Formula: C4H12
Source: the Open Molecules 2025 dataset
Level of theory: ωB97M-V with the def2-TZVPD basis set

Properties
SMILES ... CC.CC
Total charge ... 0
Highest occupied orbital energy ... -11.3404 eV

XYZ file:
```
16
C4H12 ωB97M-V with the def2-TZVPD basis set
C 2.023 2.325 -0.560
C 0.713 1.485 -0.541
H 2.323 2.501 0.479
H 2.814 1.969 -1.318
H 1.748 3.446 -0.917
H -0.211 2.063 -0.582
H 0.672 0.956 0.420
H 0.711 0.743 -1.334
C -2.118 -1.677 0.328
C -0.694 -2.147 0.734
H -1.881 -0.806 -0.249
H -2.587 -2.571 -0.229
H -2.768 -1.389 1.168
H -0.774 -2.900 1.533
H 0.019 -1.430 1.162
H 0.011 -2.568 -0.092
```


iv:
Formula: C4H12
Source: the Open Molecules 2025 dataset
Level of theory: ωB97M-V with the def2-TZVPD basis set

Properties
SMILES ... CC.CC
Total charge ... 0
Highest occupied orbital energy ... -11.4271 eV

XYZ file:
```
16
C4H12 ωB97M-V with the def2-TZVPD basis set
C -0.994 -2.411 -0.126
C -0.883 -2.370 1.441
H -2.021 -2.117 -0.335
H -0.339 -1.616 -0.475
H -0.907 -3.447 -0.421
H -0.368 -1.428 1.797
H -0.053 -3.036 1.609
H -1.774 -2.515 2.081
C 0.566 3.023 -0.345
C 1.229 1.827 -0.998
H -0.219 2.632 0.287
H 1.356 3.432 0.324
H 0.270 3.729 -1.137
H 1.791 1.943 -1.925
H 0.507 1.116 -1.454
H 1.839 1.237 -0.323
```


Best to worst by energy: i, iv, iii, ii.


i:
Formula: C4H12
Source: the Open Molecules 2025 dataset
Level of theory: ωB97M-V with the def2-TZVPD basis set

Properties
SMILES ... CC.CC
Total charge ... 0
Highest occupied orbital energy ... -11.3549 eV

XYZ file:
```
16
C4H12 ωB97M-V with the def2-TZVPD basis set
C -0.320 -2.259 -0.817
C 0.934 -1.632 -1.426
H -0.144 -3.057 -0.084
H -0.956 -1.574 -0.253
H -0.958 -2.615 -1.621
H 0.552 -1.044 -2.268
H 1.704 -2.326 -1.744
H 1.312 -0.938 -0.666
C 0.386 2.196 0.780
C -0.867 1.692 1.527
H 1.086 2.744 1.389
H 1.029 1.405 0.372
H 0.021 2.781 -0.066
H -1.715 2.307 1.185
H -0.803 1.577 2.585
H -1.261 0.743 1.105
```


ii:
Formula: C4H12
Source: the Open Molecules 2025 dataset
Level of theory: ωB97M-V with the def2-TZVPD basis set

Properties
SMILES ... CC.CC
Total charge ... 0
Highest occupied orbital energy ... -11.5993 eV

XYZ file:
```
16
C4H12 ωB97M-V with the def2-TZVPD basis set
C 1.608 2.633 0.886
C 1.039 1.853 -0.361
H 1.512 1.960 1.734
H 2.641 2.904 0.689
H 1.169 3.596 1.113
H 0.389 2.527 -0.912
H 1.978 1.587 -0.855
H 0.530 0.918 -0.144
C -0.886 -2.702 0.162
C -1.840 -1.824 -0.670
H -0.839 -2.455 1.216
H -1.167 -3.728 -0.123
H 0.144 -2.595 -0.194
H -1.414 -1.545 -1.630
H -2.013 -0.906 -0.097
H -2.851 -2.223 -0.816
```


Best to worst by energy: i, ii.


i:
Formula: C4H12
Source: the Open Molecules 2025 dataset
Level of theory: ωB97M-V with the def2-TZVPD basis set

Properties
SMILES ... CC.CC
Total charge ... 0
Highest occupied orbital energy ... -11.8277 eV

XYZ file:
```
16
C4H12 ωB97M-V with the def2-TZVPD basis set
C -2.017 -1.091 0.141
C -1.456 -0.774 1.546
H -1.255 -1.212 -0.624
H -2.642 -1.976 0.190
H -2.636 -0.253 -0.173
H -2.343 -0.745 2.171
H -0.970 0.205 1.541
H -0.713 -1.494 1.888
C 1.764 0.197 -1.083
C 1.711 1.646 -0.581
H 0.998 -0.450 -0.660
H 1.729 0.154 -2.171
H 2.710 -0.249 -0.779
H 2.682 2.112 -0.755
H 1.464 1.695 0.474
H 0.972 2.235 -1.125
```


ii:
Formula: C4H12
Source: the Open Molecules 2025 dataset
Level of theory: ωB97M-V with the def2-TZVPD basis set

Properties
SMILES ... CC.CC
Total charge ... 0
Highest occupied orbital energy ... -11.3365 eV

XYZ file:
```
16
C4H12 ωB97M-V with the def2-TZVPD basis set
C 0.367 0.856 -1.317
C 0.074 2.139 -0.442
H 1.377 0.638 -1.548
H 0.142 -0.054 -0.756
H -0.261 0.744 -2.195
H -0.982 2.235 -0.564
H 0.244 1.998 0.531
H 0.363 3.190 -0.766
C -0.105 -0.891 1.403
C -0.216 -1.979 0.309
H 0.974 -0.720 1.586
H -0.574 0.065 1.132
H -0.624 -1.335 2.300
H 0.756 -2.373 0.140
H -0.866 -2.705 0.814
H -0.669 -1.807 -0.627
```


Best to worst by energy: i, ii.


i:
Formula: C4H12
Source: the Open Molecules 2025 dataset
Level of theory: ωB97M-V with the def2-TZVPD basis set

Properties
SMILES ... CC.CC
Total charge ... 0
Highest occupied orbital energy ... -11.3263 eV

XYZ file:
```
16
C4H12 ωB97M-V with the def2-TZVPD basis set
C 1.383 -1.354 -1.133
C 0.488 -0.399 -1.964
H 1.551 -2.339 -1.600
H 2.397 -1.016 -0.860
H 0.927 -1.624 -0.244
H 1.135 0.184 -2.587
H 0.063 0.171 -1.222
H -0.158 -1.046 -2.636
C -1.420 1.500 1.469
C -0.476 0.330 1.584
H -1.691 2.077 2.335
H -0.962 2.234 0.747
H -2.444 1.102 1.166
H 0.044 0.412 2.572
H 0.131 0.425 0.736
H -0.967 -0.656 1.636
```


ii:
Formula: C4H12
Source: the Open Molecules 2025 dataset
Level of theory: ωB97M-V with the def2-TZVPD basis set

Properties
SMILES ... CC.CC
Total charge ... 0
Highest occupied orbital energy ... -11.5618 eV

XYZ file:
```
16
C4H12 ωB97M-V with the def2-TZVPD basis set
C 0.311 -2.023 0.554
C 0.531 -2.451 -0.924
H -0.728 -2.178 0.862
H 0.445 -0.942 0.644
H 1.103 -2.461 1.155
H -0.416 -2.715 -1.388
H 0.968 -1.627 -1.494
H 1.220 -3.282 -1.008
C -0.949 2.595 0.593
C 0.105 1.859 -0.230
H -0.532 3.061 1.486
H -1.743 1.913 0.880
H -1.410 3.363 -0.027
H 0.939 1.400 0.322
H -0.381 1.052 -0.770
H 0.636 2.470 -0.969
```


iii:
Formula: C4H12
Source: the Open Molecules 2025 dataset
Level of theory: ωB97M-V with the def2-TZVPD basis set

Properties
SMILES ... CC.CC
Total charge ... 0
Highest occupied orbital energy ... -11.6225 eV

XYZ file:
```
16
C4H12 ωB97M-V with the def2-TZVPD basis set
C -2.605 0.484 0.774
C -1.120 0.883 0.607
H -3.173 0.955 -0.031
H -2.752 -0.592 0.753
H -3.024 0.843 1.715
H -0.553 0.267 1.302
H -0.876 0.506 -0.392
H -0.903 1.943 0.567
C 2.206 -0.365 -0.067
C 1.549 -0.924 -1.343
H 1.900 0.662 0.131
H 1.843 -0.908 0.809
H 3.283 -0.491 -0.043
H 2.168 -1.807 -1.504
H 1.523 -0.280 -2.211
H 0.532 -1.178 -1.066
```


iv:
Formula: C4H12
Source: the Open Molecules 2025 dataset
Level of theory: ωB97M-V with the def2-TZVPD basis set

Properties
SMILES ... CC.CC
Total charge ... 0
Highest occupied orbital energy ... -11.5838 eV

XYZ file:
```
16
C4H12 ωB97M-V with the def2-TZVPD basis set
C -0.144 -2.026 -0.074
C 0.883 -2.166 -1.195
H 0.275 -1.360 0.684
H -1.017 -1.500 -0.456
H -0.396 -2.977 0.382
H 1.147 -1.203 -1.623
H 1.778 -2.689 -0.873
H 0.500 -2.784 -2.011
C -0.886 1.631 0.369
C 0.149 2.584 0.927
H -1.876 1.634 0.843
H -1.143 1.812 -0.676
H -0.614 0.583 0.478
H 1.144 2.176 0.747
H 0.061 2.711 2.007
H 0.137 3.574 0.473
```


Best to worst by energy: iv, ii, iii, i.